1.
DFT (the ωB97M-V functional and the def2-TZVPD basis) results for C40H67FN11O7PSi2 as an isolated structure at a distorted geometry.

Each line ends with the Mulliken charge.
Positions of all 129 atoms, in Å:
C -3.3116 1.8440 -3.6493  -0.994
C -2.2859 0.5924 -3.7272  0.230
O -2.9981 -0.5431 -3.1360  -0.315
C -2.1349 -1.0719 -2.1062  0.148
O -1.0050 -1.5236 -2.4527  -0.547
C -2.6017 -1.1151 -0.5673  0.003
C -1.4037 -0.4846 0.2965  -0.366
C -0.8593 0.9353 -0.2756  0.801
Si 0.2008 1.7789 1.1072  -0.352
O 0.2314 0.8699 2.5749  -0.530
Si 1.5697 -0.2126 2.6934  0.592
C 1.8415 -0.5498 4.5902  -0.924
C 1.2348 0.6000 5.5349  -0.251
C 2.2227 1.0075 6.7594  -0.286
F 1.8738 2.3652 7.1412  -0.386
O 1.3098 -1.7610 1.9712  0.077
C 2.4710 -2.6199 2.0761  -0.936
C 3.4853 -2.3845 0.8188  0.791
C 4.9891 -2.5493 1.3999  -1.379
C 3.2287 -3.3943 -0.3984  1.245
C 3.9372 -2.7791 -1.7332  -1.227
C 1.6458 -3.5806 -0.7340  -0.759
C 1.9078 2.3394 0.4635  1.118
C 2.3456 2.0327 -1.0248  0.065
C 3.7740 2.5890 -1.3231  -0.528
C 4.6820 3.3246 -0.3211  -0.355
N 4.2355 3.5826 1.0010  -0.555
C 2.9387 3.1154 1.3130  -0.629
P -0.9140 3.6622 1.6104  1.117
O 0.0422 4.6596 2.3108  -0.666
O -1.3973 4.4279 0.1344  -0.574
O -2.2502 3.3839 2.6413  -0.528
H -2.8670 2.7895 -4.1427  0.340
H -4.2462 1.5352 -4.2512  0.211
H -3.6197 2.0534 -2.5644  0.250
H -1.3503 0.9064 -3.1465  -0.131
H -1.9640 0.3463 -4.7999  0.339
H -2.6822 -2.2277 -0.2823  0.373
H -3.5975 -0.5858 -0.3860  -0.027
H -1.7503 -0.3180 1.3736  0.430
H -0.5266 -1.2339 0.2268  -0.392
H -0.2573 0.8066 -1.2491  -0.524
H -1.7400 1.6284 -0.5485  0.234
H 2.8262 0.3326 2.1934  -0.071
H 1.2586 -1.5141 4.8213  0.342
H 2.9613 -0.7570 4.7706  0.399
H 1.0165 1.5703 4.9640  -0.012
H 0.2422 0.2204 5.9785  0.300
H 3.2843 0.9768 6.3216  0.228
H 2.0982 0.2785 7.6467  0.279
H 2.1523 -3.7142 2.1314  0.178
H 3.1174 -2.4252 3.0136  0.313
H 3.3952 -1.3162 0.3957  -0.178
H 5.7174 -2.1107 0.6324  0.331
H 5.1828 -3.6495 1.6382  0.282
H 5.1085 -1.9294 2.3566  0.375
H 3.7381 -4.4040 -0.1961  -0.183
H 4.4249 -3.6553 -2.3062  0.268
H 3.1361 -2.3123 -2.4225  0.217
H 4.7163 -1.9724 -1.4846  0.260
H 1.1477 -4.1666 0.1050  -0.147
H 1.2370 -2.5053 -0.8486  0.013
H 1.4869 -4.0842 -1.7510  0.472
H 1.7077 1.4651 -1.7715  0.227
H 4.2076 2.4382 -2.3796  0.261
H 5.7227 3.6681 -0.6287  0.346
H 2.5956 3.3340 2.3933  0.375
H -0.6381 4.2082 -0.4742  0.319
H -3.0404 3.7619 2.1709  0.306
C 1.4999 7.4307 0.5342  -0.554
C 1.4879 6.2860 -0.4320  0.545
N 1.4757 5.3806 -1.1915  -0.525
H 0.6359 7.3641 1.1970  -0.060
H 2.4116 7.4008 1.1329  0.275
H 1.4609 8.3759 -0.0098  0.366
C -4.9183 -1.7819 -4.9694  -0.393
C -6.2045 -1.6707 -5.7323  0.248
N -7.2171 -1.5827 -6.3343  -0.517
H -4.0728 -1.7089 -5.6549  0.246
H -4.8515 -0.9790 -4.2360  0.006
H -4.8754 -2.7417 -4.4518  0.436
C 6.6187 -2.4004 -4.8153  -0.806
C 6.1806 -1.0675 -4.2878  0.420
N 5.8348 -0.0182 -3.8712  -0.429
H 6.9189 -3.0458 -3.9883  0.249
H 5.7975 -2.8730 -5.3565  0.258
H 7.4645 -2.2715 -5.4924  0.329
C 5.7246 -7.6946 0.0607  -0.727
C 6.1838 -6.2832 0.2711  0.436
N 6.5429 -5.1703 0.4380  -0.442
H 6.0379 -8.3157 0.9013  0.286
H 4.6361 -7.7224 -0.0175  0.191
H 6.1585 -8.0928 -0.8579  0.271
C -6.7186 -0.7990 1.0401  -0.826
C -5.4986 -1.5007 1.5571  0.457
N -4.5378 -2.0533 1.9643  -0.438
H -7.0557 -1.2728 0.1169  0.265
H -7.5183 -0.8516 1.7805  0.337
H -6.4871 0.2483 0.8394  0.262
C -5.7817 1.2678 -9.0214  -0.829
C -5.0085 1.2756 -7.7376  0.373
N -4.3993 1.2814 -6.7262  -0.381
H -6.8490 1.1841 -8.8107  0.263
H -5.5978 2.1925 -9.5707  0.317
H -5.4722 0.4207 -9.6354  0.263
C -10.4135 -1.2003 -5.2449  -0.478
C -11.6983 -1.0886 -6.0097  0.268
N -12.7102 -1.0006 -6.6121  -0.388
H -9.5663 -1.1279 -5.9286  0.122
H -10.3479 -0.3961 -4.5102  0.255
H -10.3719 -2.1599 -4.7273  0.250
C -0.4075 -6.7331 1.9262  -0.850
C 0.8138 -6.6773 1.0585  0.483
N 1.7754 -6.6312 0.3751  -0.432
H -0.9559 -7.6568 1.7355  0.344
H -0.1172 -6.7012 2.9775  0.272
H -1.0556 -5.8823 1.7094  0.258
C -1.8328 7.2555 3.6610  -0.258
C -1.3960 8.6753 3.8649  0.197
N -1.0514 9.7935 4.0254  -0.405
H -1.5154 6.6439 4.5066  0.264
H -2.9201 7.2101 3.5769  0.316
H -1.3878 6.8571 2.7475  -0.138
C 3.2438 3.0137 9.7807  -0.266
C 4.4579 2.3034 10.3003  0.306
N 5.4141 1.7436 10.7090  -0.403
H 2.9008 2.5391 8.8600  -0.115
H 2.4439 2.9723 10.5220  0.262
H 3.4841 4.0578 9.5745  0.262

Cartesian forces (eV/Å) of the 2 atoms listed first:
-0.11 -0.73 -0.78
-0.26 2.19 -0.64

Computed properties:
LUMO level (eV): -0.400
HOMO level (eV): -9.1
Net charge: 0
DFT total energy (a.u.): -3713.4223
Gap between HOMO and LUMO (eV): 8.67

***

2.
DFT (the ωB97M-V functional and the def2-TZVPD basis) results for C40H68BIN6NiS3Sb as an isolated structure at a distorted geometry.

Each line ends with the Mulliken charge.
Positions of all 121 atoms, in Å:
Ni -2.6707 -0.2773 0.6755  0.277
C 0.7271 5.2630 0.7126  -2.174
C 1.2361 3.8967 0.3816  0.807
C 2.1455 3.7515 -0.6506  -0.533
C 2.6802 2.4897 -0.8897  -0.208
N 2.3073 1.4465 -0.1900  -0.011
N 1.3630 1.5253 0.7439  0.741
B 0.8606 0.0870 1.0533  -1.113
N 1.7048 -0.9515 0.2667  0.129
N 2.9779 -1.2941 0.2814  -0.358
C 3.3833 -2.1211 -0.6553  0.475
C 2.4870 -2.6338 -1.6237  -0.811
C 1.1676 -2.2448 -1.6566  0.225
C 0.2225 -2.7096 -2.7149  -1.097
C 0.8087 -1.3528 -0.6409  -0.534
S -0.5826 -0.3670 -0.2763  1.034
C 4.8556 -2.4881 -0.7404  2.154
C 5.6684 -1.8289 0.3740  -1.569
C 5.3832 -1.9914 -2.0977  -1.545
C 5.0007 -4.0135 -0.6315  -1.886
N 0.6977 -0.3174 2.5216  0.519
N 1.9451 -0.5019 3.0109  -0.462
C 2.1457 -0.6557 4.2807  0.089
C 1.0745 -0.4859 5.2024  -0.765
C -0.1958 -0.3907 4.7370  0.284
C -1.3547 -0.2338 5.6644  -1.682
C -0.4097 -0.4331 3.3107  0.613
S -1.9762 -0.7385 2.7737  -0.518
C 3.5329 -1.0266 4.7699  2.463
C 4.4177 -1.3868 3.5791  -2.196
C 3.4027 -2.2517 5.6894  -1.826
C 4.1405 0.1489 5.5462  -1.749
C 0.8209 2.7493 1.0624  0.261
S -0.3656 2.8742 2.3622  -0.151
C 3.7271 2.1884 -1.9519  2.434
C 4.9404 1.5645 -1.2457  -1.656
C 3.1303 1.1730 -2.9409  -1.592
C 4.1589 3.4415 -2.7121  -2.337
H 1.5342 5.9875 0.6083  0.537
H 0.3288 5.3132 1.7217  0.454
H -0.0631 5.5520 0.0187  0.284
H 2.4398 4.6138 -1.2302  0.707
H 2.8429 -3.3094 -2.3891  0.468
H 0.7763 -3.0958 -3.5681  0.511
H -0.4145 -1.8922 -3.0498  -0.023
H -0.4175 -3.5068 -2.3343  0.315
H 5.4211 -0.7730 0.4654  0.281
H 6.7322 -1.9216 0.1562  0.460
H 5.4696 -2.3099 1.3288  0.326
H 5.2741 -0.9079 -2.1652  0.100
H 4.8512 -2.4445 -2.9346  0.330
H 6.4404 -2.2364 -2.1974  0.534
H 4.5346 -4.3732 0.2869  0.390
H 6.0569 -4.2807 -0.6039  0.471
H 4.5428 -4.5310 -1.4752  0.344
H 1.2683 -0.4392 6.2651  0.399
H -1.0037 -0.1676 6.6928  0.418
H -2.0436 -1.0717 5.5716  0.367
H -1.9096 0.6709 5.4122  0.328
H 3.9739 -2.2184 3.0316  0.443
H 5.4106 -1.6753 3.9253  0.577
H 4.5031 -0.5445 2.8959  0.215
H 2.8767 -3.0593 5.1779  0.375
H 2.8641 -2.0160 6.6069  0.387
H 4.3955 -2.6081 5.9640  0.452
H 4.2456 1.0220 4.9011  0.342
H 5.1286 -0.1293 5.9136  0.450
H 3.5243 0.4216 6.4039  0.378
H 4.6343 0.6670 -0.7099  0.050
H 5.3670 2.2652 -0.5257  0.408
H 5.7115 1.3084 -1.9719  0.508
H 2.7523 0.2998 -2.4084  0.205
H 3.8940 0.8506 -3.6492  0.417
H 2.3092 1.6221 -3.5031  0.455
H 4.5867 4.1872 -2.0400  0.459
H 3.3208 3.8863 -3.2514  0.478
H 4.9209 3.1713 -3.4414  0.421
I -2.7190 5.0376 1.3198  0.013
C -1.8972 3.0253 1.3956  -0.084
H -2.6672 2.4268 1.8823  0.514
H -1.7109 2.7223 0.3706  -0.426
C -7.3001 0.3993 -1.9695  -1.492
C -6.3530 0.8790 -0.8760  1.455
C -6.7777 0.3528 0.4892  -1.610
C -6.3215 2.4012 -0.8652  -1.715
Sb -4.2463 0.1505 -1.1707  0.947
C -4.4495 -2.1357 -1.1656  1.987
C -4.2578 -2.5116 0.3019  -1.988
C -5.7669 -2.6816 -1.6930  -2.141
C -3.2902 -2.7188 -1.9600  -1.492
C -3.4965 0.9711 -3.1340  1.613
C -2.3959 0.0743 -3.6828  -1.283
C -4.6217 1.1110 -4.1475  -1.776
C -2.9003 2.3315 -2.7873  -1.590
H -8.3276 0.6459 -1.6813  0.506
H -7.2451 -0.6747 -2.1309  0.195
H -7.0952 0.9008 -2.9138  0.273
H -7.7457 0.7825 0.7643  0.520
H -6.0586 0.6336 1.2630  0.306
H -6.8813 -0.7335 0.4842  0.266
H -7.3226 2.7799 -0.6341  0.490
H -6.0353 2.8020 -1.8393  0.271
H -5.6349 2.7845 -0.1125  0.330
H -4.9643 -2.0202 0.9728  0.368
H -3.2222 -2.2904 0.6233  0.278
H -4.3808 -3.5937 0.4291  0.504
H -6.6169 -2.3339 -1.1066  0.397
H -5.7552 -3.7765 -1.6404  0.489
H -5.9184 -2.4087 -2.7390  0.366
H -2.3502 -2.2780 -1.6290  -0.105
H -3.4138 -2.5554 -3.0305  0.302
H -3.2385 -3.8011 -1.7929  0.644
H -2.7951 -0.8787 -4.0255  0.369
H -1.6299 -0.0957 -2.9238  -0.126
H -1.9212 0.5636 -4.5400  0.594
H -5.1333 0.1608 -4.3055  0.342
H -4.2146 1.4376 -5.1109  0.475
H -5.3511 1.8548 -3.8283  0.329
H -2.0843 2.2253 -2.0662  0.073
H -3.6432 3.0184 -2.3791  0.361
H -2.4879 2.7848 -3.6952  0.498

Cartesian forces (eV/Å) of the 2 atoms listed first:
1.12 0.12 0.04
0.14 0.12 -0.01

Computed properties:
LUMO level (spin up / spin down) (eV): -3.856 / -3.856
HOMO level (spin up / spin down) (eV): -8.2 / -8.1
Net charge: +1
DFT total energy (a.u.): -5158.9298
Energy relative to the best compared isomer or geometry (same formula, charge and spin) (eV): 3.6947
Gap between HOMO and LUMO (spin up / spin down) (eV): 4.30 / 4.29

***

3.
DFT (the ωB97M-V functional and the def2-TZVPD basis) results for a 11-piece molecular cluster, C40H70N4O18 overall at a distorted geometry.

Each line ends with the Mulliken charge.
Positions of all 132 atoms, in Å:
O -18.2354 10.6699 -4.1146  -0.560
C -18.9198 10.7613 -5.1625  0.424
C -19.6044 11.9620 -5.7723  1.096
C -19.6717 11.6147 -7.1535  -0.036
C -19.8257 10.0753 -7.1624  -0.693
O -19.1375 9.6402 -5.9409  -0.392
H -20.6147 12.2143 -5.4501  -0.130
H -19.0473 12.8956 -5.6934  -0.508
H -20.5671 12.0986 -7.5438  0.371
H -18.8045 12.1113 -7.5886  -0.204
H -20.8657 9.7653 -7.0608  0.294
H -19.4166 9.4927 -7.9878  0.328
O -12.6817 12.7452 -11.0895  -0.604
C -13.5313 11.9172 -10.7865  0.471
C -14.3937 11.9880 -9.5428  -0.161
C -15.4619 10.9049 -9.8573  -0.236
C -14.6667 9.9474 -10.6926  -0.485
O -13.7518 10.7262 -11.4965  -0.361
H -13.8835 11.6288 -8.6490  0.154
H -14.6272 13.0418 -9.3910  0.100
H -15.9770 10.3786 -9.0537  0.393
H -16.1865 11.4567 -10.4561  0.033
H -14.1421 9.4234 -9.8936  0.292
H -15.3006 9.2866 -11.2838  0.362
O -19.1088 12.1443 -11.2446  -0.658
C -18.8877 13.2743 -10.8300  0.450
C -19.6739 14.5575 -11.0420  -0.550
C -18.8379 15.6244 -10.3941  -0.291
C -17.7811 14.8363 -9.4699  0.525
O -17.8610 13.5701 -10.0827  -0.235
H -19.8395 14.6046 -12.1183  0.327
H -20.5846 14.3145 -10.4944  0.192
H -18.3026 16.2819 -11.0792  0.424
H -19.5143 16.2902 -9.8579  0.074
H -16.8617 15.3944 -9.6471  0.270
H -18.0230 14.6380 -8.4257  -0.393
O -15.3625 13.4483 -6.8270  -0.569
C -15.8363 14.3714 -6.1456  -0.457
C -15.2298 15.1260 -5.0218  1.115
C -16.4495 15.4439 -4.1551  0.350
C -17.4898 15.6495 -5.2530  1.476
O -17.0707 14.7963 -6.3269  -0.051
H -14.4889 14.5831 -4.4349  0.171
H -14.7325 15.9545 -5.5262  -0.767
H -16.7719 14.6921 -3.4347  -0.360
H -16.4497 16.4299 -3.6905  -0.007
H -18.5307 15.5117 -4.9606  -0.272
H -17.4204 16.6969 -5.5466  -0.761
O -11.7242 14.5142 -4.8439  -0.606
C -11.2709 15.5653 -4.4750  0.644
C -10.9797 16.1469 -3.0570  -0.580
C -11.0453 17.6851 -3.3887  0.012
C -10.6124 17.7221 -4.8819  -0.435
O -11.0140 16.4924 -5.3879  -0.349
H -11.5414 15.6740 -2.2514  0.350
H -9.9370 15.9006 -2.8565  0.291
H -12.0380 18.1353 -3.3834  -0.276
H -10.3620 18.3438 -2.8527  0.417
H -11.0748 18.5579 -5.4071  0.194
H -9.5281 17.7395 -4.9922  0.356
O -17.7290 14.6581 1.0019  -0.651
C -18.0113 13.8768 0.0948  0.450
C -19.2900 13.6611 -0.5495  -0.558
C -18.8442 13.0854 -1.8638  0.462
C -17.5739 12.3288 -1.5742  -0.143
O -17.1123 12.9960 -0.4126  -0.387
H -19.8301 12.9541 0.0801  0.318
H -19.9513 14.5276 -0.5479  0.315
H -19.6580 12.6136 -2.4145  0.184
H -18.6947 13.8314 -2.6444  -0.299
H -17.7719 11.3363 -1.1694  0.393
H -16.8236 12.3112 -2.3647  -0.012
O -19.4900 18.0866 -8.3707  -0.539
C -19.1417 18.8778 -7.5303  0.391
C -19.5877 19.0538 -6.0392  -0.164
C -18.9417 20.4051 -5.7246  -0.176
C -17.8182 20.5008 -6.6185  -0.117
O -18.1502 19.8670 -7.8437  -0.416
H -20.6647 19.1998 -5.9568  0.507
H -19.2341 18.1672 -5.5131  0.059
H -19.6318 21.2403 -5.8441  0.377
H -18.5456 20.4856 -4.7123  -0.192
H -17.5555 21.5523 -6.7346  0.411
H -16.9619 19.9069 -6.2990  -0.067
C -13.5312 18.4039 -7.0914  -0.725
N -13.5178 19.3247 -5.9119  -0.126
C -14.3717 19.1603 -4.9184  0.646
C -14.1978 20.1710 -3.7830  -1.264
O -15.2794 18.3551 -4.7243  -0.593
H -12.6562 17.7714 -6.9419  0.275
H -13.3313 19.0761 -7.9259  0.403
H -14.4435 17.8143 -7.0016  0.086
H -12.8037 20.0386 -5.9345  0.300
H -14.9433 20.9649 -3.8282  0.312
H -13.3177 20.7966 -3.9315  0.422
H -14.1951 19.7764 -2.7669  0.210
C -14.2592 11.1694 -3.9316  -1.067
N -13.8337 10.6341 -2.6900  -0.025
C -12.9584 9.6168 -2.6347  0.609
C -12.1790 9.3779 -1.3033  -0.998
O -12.6071 8.8482 -3.5147  -0.635
H -13.7885 10.8728 -4.8689  0.418
H -14.0856 12.2453 -3.9116  0.304
H -15.2986 10.9038 -4.1241  0.314
H -13.8643 11.1785 -1.8399  0.245
H -12.2352 8.3362 -0.9873  0.285
H -12.5084 10.0408 -0.5032  0.301
H -11.1577 9.5831 -1.6241  0.257
C -21.3762 15.6829 -6.8303  -0.686
N -22.0655 15.0387 -5.7760  -0.001
C -21.7420 15.0569 -4.5339  0.559
C -22.5659 14.1347 -3.5323  -0.880
O -20.7137 15.6793 -4.1161  -0.665
H -21.1736 16.7493 -6.7311  -0.002
H -22.0026 15.6942 -7.7223  0.482
H -20.4328 15.2558 -7.1704  0.128
H -22.7589 14.3253 -5.9503  0.236
H -23.2126 14.6213 -2.8022  0.327
H -21.8426 13.5544 -2.9594  0.116
H -23.1171 13.5064 -4.2320  0.315
C -15.7651 17.8527 -0.2503  -0.891
N -16.8305 18.6301 -0.9456  -0.060
C -16.9219 19.9730 -0.8396  0.795
C -17.9213 20.7300 -1.7030  -0.824
O -16.3012 20.6100 -0.0116  -0.672
H -15.1525 18.3591 0.4957  0.336
H -15.1395 17.3873 -1.0119  0.249
H -16.2651 17.0634 0.3110  0.318
H -17.2606 18.2814 -1.7904  0.087
H -18.4225 21.5185 -1.1415  0.363
H -18.4855 19.9666 -2.2388  0.185
H -17.2983 21.2339 -2.4420  0.121

Cartesian forces (eV/Å) of the 2 atoms listed first:
-2.31 0.60 -3.41
1.87 -1.68 3.62

Computed properties:
LUMO level (eV): -0.072
HOMO level (eV): -9.0
Net charge: 0
Structure (SMILES): O=C1CCCO1.O=C1CCCO1.O=C1CCCO1.O=C1CCCO1.O=C1CCCO1.O=C1CCCO1.O=C1CCCO1.CNC(C)=O.CNC(C)=O.CNC(C)=O.CNC(C)=O
DFT total energy (a.u.): -3139.4856
Energy relative to the best compared isomer or geometry (same formula, charge and spin) (eV): 4.1930
Gap between HOMO and LUMO (eV): 8.96

***

Number 3 is which compound? C40H70N4O18

***

Which of these has the lowest DFT total energy? C40H68BIN6NiS3Sb